An isolated molecule of C23H30N2O9S. Source: the OMol25 dataset; level of theory: the ωB97M-V functional and the def2-TZVPD basis.

Each line ends with the Mulliken charge.
CARTESIAN COORDINATES (ANGSTROEM)
C: -3.81689 -3.80159 0.99569  -0.886
O: -3.13970 -2.59379 1.31730  -0.248
C: -3.90336 -1.49752 1.41540  0.214
O: -5.08885 -1.50368 1.21557  -0.592
C: -3.08267 -0.29082 1.84155  0.287
C: -1.86293 -0.09071 0.93611  -0.168
C: -2.30700 0.34600 -0.46177  -0.258
N: -3.07843 1.56412 -0.37585  0.113
C: -2.79464 2.77023 -0.90087  1.104
O: -3.51270 3.73823 -0.74321  -0.695
C: -1.53188 2.90895 -1.76999  -0.854
O: -0.34858 3.03327 -0.97988  -0.401
C: 0.60728 2.11790 -1.09031  0.355
O: 0.51909 1.12174 -1.76787  -0.654
C: 1.79460 2.45614 -0.21029  0.341
C: 1.60165 1.68925 1.10845  0.604
C: 2.85052 1.78871 1.98764  -1.729
N: 4.05067 1.40659 1.29253  0.208
S: 4.58012 -0.16945 1.39262  1.347
O: 5.94718 -0.16803 0.96589  -0.741
O: 4.25498 -0.62502 2.71172  -0.736
C: 3.62286 -1.09791 0.19326  -0.085
C: 4.11698 -1.26674 -1.08715  -0.653
C: 3.30830 -1.82852 -2.05629  -0.680
C: 2.00485 -2.20535 -1.74891  0.440
C: 1.53871 -2.09232 -0.43076  0.599
C: 2.36182 -1.53576 0.53946  -0.640
O: 0.28626 -2.49962 -0.06234  -0.426
C: -0.37548 -3.27191 -1.04281  -0.123
C: -0.16208 -2.65720 -2.42447  -0.362
O: 1.21127 -2.67871 -2.75110  -0.477
C: 4.28111 2.11688 0.06119  -1.224
C: 3.09342 2.02851 -0.90033  -0.180
C: -4.28049 1.41065 0.42544  -1.008
C: -3.93513 0.98023 1.84960  -1.031
H: -3.07938 -4.59575 1.07798  0.245
H: -4.22171 -3.75488 -0.01791  0.334
H: -4.64102 -3.96940 1.69144  0.395
H: -2.73444 -0.51121 2.85708  0.612
H: -1.27902 -1.00812 0.87072  0.022
H: -1.23291 0.68978 1.36659  0.035
H: -1.43450 0.47073 -1.09880  -0.287
H: -2.94590 -0.43162 -0.90126  0.343
H: -1.63880 3.85276 -2.31231  0.354
H: -1.42252 2.08324 -2.47921  0.442
H: 1.79416 3.53101 -0.01110  0.476
H: 1.39979 0.64327 0.87483  -0.646
H: 0.74851 2.10188 1.65014  0.599
H: 2.76852 1.13141 2.85360  0.542
H: 2.97568 2.82034 2.33689  0.367
H: 5.12278 -0.94783 -1.30536  0.505
H: 3.65077 -1.96062 -3.06967  0.473
H: 2.02139 -1.46222 1.55967  0.655
H: -1.42944 -3.27982 -0.76331  -0.019
H: 0.01813 -4.29701 -1.03706  0.321
H: -0.67399 -3.22845 -3.19951  0.385
H: -0.52140 -1.61986 -2.42228  0.083
H: 5.17915 1.69015 -0.38525  0.492
H: 4.47868 3.16675 0.30803  0.401
H: 3.28048 2.66997 -1.76307  0.614
H: 2.97271 1.00583 -1.25901  -0.211
H: -4.80118 2.36884 0.42934  0.455
H: -4.92171 0.65568 -0.03904  0.392
H: -4.86159 0.80378 2.39579  0.426
H: -3.38209 1.77863 2.34677  0.435

Results
* gap between HOMO and LUMO: 9.30 eV
* molecular weight: 510.6 g/mol
* total energy: -2079.3308 Eh
* SMILES string: COC(=O)C1CCN(C(=O)COC(=O)C2CCN(S(=O)(=O)c3ccc4c(c3)OCCO4)CC2)CC1
* E_HOMO: -0.326 Eh
* maximum force: 1.051 eV Å⁻¹
* energy above the lowest of the compared OMol25 structures with the same formula, charge and spin: 0.0 kJ/mol

An isolated molecule of C23H30N2OS. Source: the OMol25 dataset; level of theory: the ωB97M-V functional and the def2-TZVPD basis.

Each line ends with the Mulliken charge.
CARTESIAN COORDINATES (ANGSTROEM)
C: -0.85774 -3.01918 2.35493  -1.556
C: -1.80666 -2.61388 1.22749  0.339
C: -1.80462 -3.68093 0.13439  -1.541
C: -1.55590 -1.22325 0.59459  -0.790
C: -1.58846 -0.09166 1.61765  -1.196
S: -1.73709 1.54349 0.80440  -0.299
C: -3.46582 1.45085 0.35516  0.231
C: -4.42352 1.76112 1.30740  -0.365
C: -5.76409 1.66877 0.97980  -0.527
C: -6.14060 1.27358 -0.29380  -0.425
C: -5.17689 0.97268 -1.24122  -0.664
C: -3.83218 1.06300 -0.92266  -0.105
N: -0.38261 -1.15310 -0.26204  0.938
C: 0.94281 -1.08829 0.31982  -1.012
C: 1.63519 0.27863 0.13978  -1.218
N: 2.26370 0.50623 -1.14069  0.133
C: 3.50928 -0.21220 -1.33438  -0.597
C: 4.56420 0.28273 -0.37887  0.334
C: 4.73260 1.64876 -0.18535  -0.180
C: 5.70350 2.11978 0.67842  -0.614
C: 6.52274 1.23093 1.35573  -0.376
C: 6.36152 -0.13029 1.16795  -0.602
C: 5.38422 -0.60127 0.30737  -0.495
C: 1.34150 0.45223 -2.24891  -0.949
C: 0.63720 -0.90046 -2.47647  -0.995
C: -0.58791 -1.06345 -1.59960  0.834
O: -1.70244 -1.10184 -2.09253  -0.704
H: -1.24052 -3.91736 2.83587  0.472
H: 0.13435 -3.24871 1.97492  0.269
H: -0.78058 -2.24276 3.11231  0.335
H: -2.81716 -2.55857 1.65036  0.480
H: -2.13557 -4.63534 0.53699  0.461
H: -0.80320 -3.80885 -0.27108  0.259
H: -2.46578 -3.39613 -0.67985  0.341
H: -2.39761 -1.06523 -0.09409  0.602
H: -0.67951 -0.02672 2.21224  0.442
H: -2.44568 -0.20776 2.28067  0.724
H: -4.11568 2.07321 2.29472  0.450
H: -6.51460 1.90780 1.71901  0.367
H: -7.18818 1.20163 -0.54688  0.381
H: -5.46773 0.66183 -2.23322  0.409
H: -3.07815 0.81480 -1.65345  0.345
H: 0.84980 -1.28182 1.38579  0.493
H: 1.57064 -1.88053 -0.10299  0.499
H: 2.40769 0.38236 0.90615  0.299
H: 0.89315 1.06869 0.29000  0.359
H: 3.84484 -0.01064 -2.35758  0.462
H: 3.41468 -1.30693 -1.23100  0.311
H: 4.08427 2.33164 -0.71249  0.393
H: 5.82468 3.18324 0.82373  0.381
H: 7.28347 1.59848 2.02856  0.379
H: 6.99590 -0.82882 1.69408  0.380
H: 5.26190 -1.66670 0.16684  0.348
H: 1.89581 0.71892 -3.15303  0.449
H: 0.58162 1.22252 -2.08220  0.491
H: 1.33749 -1.72275 -2.31988  0.430
H: 0.28313 -0.94946 -3.50730  0.387

Results
* gap between HOMO and LUMO: 9.05 eV
* molecular weight: 382.6 g/mol
* total energy: -1477.3823 Eh
* SMILES string: CC(C)[C@@H](CSc1ccccc1)N1CCN(Cc2ccccc2)CCC1=O
* E_HOMO: -0.307 Eh
* maximum force: 0.645 eV Å⁻¹
* energy above the lowest of the compared OMol25 structures with the same formula, charge and spin: 48.8 kJ/mol

A cluster of 2 separate species, C23H30N6O2 in total. Source: the OMol25 dataset; level of theory: the ωB97M-V functional and the def2-TZVPD basis.

Each line ends with the Mulliken charge.
CARTESIAN COORDINATES (ANGSTROEM)
N: -3.74600 -1.88567 1.66668  -0.507
C: -3.68184 -0.53686 1.96892  0.596
C: -4.83160 0.15496 2.33943  -0.577
C: -4.75566 1.51248 2.66170  -0.749
C: -3.52504 2.17530 2.60641  -0.820
C: -2.35132 1.49666 2.22801  0.678
C: -1.04504 2.19586 2.16099  0.521
C: -0.96451 3.57424 1.89480  -0.833
C: 0.27346 4.21383 1.80184  -1.044
C: 1.45257 3.48495 1.96790  -1.011
C: 1.41339 2.11225 2.25395  1.001
C: 2.64214 1.31238 2.42642  0.383
C: 2.73062 -0.13568 2.26229  -0.787
N: 3.94775 -0.57775 2.47790  -0.930
N: 4.66510 0.54080 2.77811  0.155
C: 3.90507 1.69455 2.76602  -0.074
N: 4.34765 2.96519 3.09006  -0.460
C: 0.15834 1.49217 2.35213  -0.322
C: -2.45941 0.12735 1.91216  -0.286
H: -4.59122 -2.37875 1.94620  0.207
H: -2.87043 -2.40710 1.69893  0.209
H: -5.78606 -0.35838 2.38115  0.291
H: -5.65039 2.05104 2.96010  0.370
H: -3.49297 3.22332 2.88260  0.392
H: -1.86177 4.16092 1.72897  0.393
H: 0.31992 5.27526 1.57652  0.389
H: 2.39797 3.99732 1.83865  0.625
H: 1.90056 -0.77749 1.98299  0.675
H: 5.66424 0.53293 2.97442  0.199
H: 3.61209 3.64101 3.29271  0.205
H: 5.20989 3.04302 3.62378  0.212
H: 0.11866 0.43982 2.60415  0.844
H: -1.59095 -0.43943 1.60155  0.012
C: -0.63595 -2.06945 -6.36695  -0.899
N: -0.79014 -1.65734 -4.97246  -0.137
C: -0.12489 -2.21275 -3.95060  0.082
O: 0.68739 -3.11165 -4.13132  -0.647
C: -0.43816 -1.64609 -2.55357  -0.427
N: -0.38300 -2.55792 -1.38364  0.050
C: 0.52737 -3.38518 -0.86486  0.736
C: 1.84993 -3.70750 -1.52496  -0.963
O: 0.26884 -3.90579 0.21067  -0.703
C: 0.21920 -0.26739 -2.30653  0.960
C: -0.24406 0.35563 -0.98399  -1.509
C: 1.74838 -0.24089 -2.34473  -1.715
H: -1.42623 -1.63573 -6.98101  0.339
H: 0.33574 -1.74390 -6.74320  0.290
H: -0.68648 -3.15854 -6.43615  0.291
H: -1.44371 -0.91746 -4.76954  0.279
H: -1.49922 -1.40927 -2.61976  0.410
H: -1.19953 -2.52162 -0.79507  0.184
H: 2.23314 -2.86027 -2.07752  0.263
H: 2.56600 -3.99265 -0.75678  0.311
H: 1.70148 -4.53966 -2.20988  0.241
H: -0.12515 0.39173 -3.10450  0.468
H: -1.33290 0.38824 -0.94409  0.464
H: 0.13586 1.37498 -0.90266  0.495
H: 0.13455 -0.22087 -0.13996  -0.012
H: 2.15644 -0.72808 -1.45952  0.303
H: 2.09311 0.79347 -2.35190  0.469
H: 2.11678 -0.73456 -3.24395  0.420

Results
* gap between HOMO and LUMO: 8.32 eV
* molecular weight: 422.5 g/mol
* total energy: -1373.4876 Eh
* SMILES string: Nc1cccc(-c2cccc(-c3cn[nH]c3N)c2)c1.CNC(=O)[C@@H](NC(C)=O)C(C)C
* E_HOMO: -0.285 Eh
* maximum force: 2.375 eV Å⁻¹
* energy above the lowest of the compared OMol25 structures with the same formula, charge and spin: 72.9 kJ/mol

A structure of composition C23H30NOsP. Source: the OMol25 dataset; level of theory: the ωB97M-V functional and the def2-TZVPD basis.

Each line ends with the Löwdin spin population.
CARTESIAN COORDINATES (ANGSTROEM)
C: -3.01626 -0.09435 -3.87942  0.071
C: -1.80604 0.58167 -3.97114  0.009
C: -0.90273 0.61286 -2.90372  0.085
C: -1.21193 -0.07168 -1.72412  0.165
C: -2.41995 -0.79331 -1.64144  0.064
C: -3.30630 -0.81360 -2.72028  -0.006
C: 0.39649 1.33187 -3.07147  0.018
C: 0.70519 2.41587 -2.04003  0.015
N: 0.11598 2.18175 -0.67355  0.047
Os: 0.03227 0.08089 -0.02700  1.994
C: -2.74307 -1.46363 -0.34301  0.007
P: -1.93969 -0.38145 0.94750  0.082
H: -1.53138 1.11660 -4.88116  0.001
H: -4.23290 -1.38147 -2.62667  -0.001
H: -3.71741 -0.07210 -4.70832  0.004
H: -2.28865 -2.45985 -0.24484  0.002
H: -3.81648 -1.54296 -0.12641  0.000
H: 1.22674 0.61001 -3.07675  0.005
H: 0.40408 1.82569 -4.04852  0.000
H: 1.79449 2.52425 -1.92881  0.001
C: -2.16377 -1.25838 2.49482  0.002
C: -3.34941 0.79698 1.06564  0.047
H: 0.31194 3.39341 -2.37070  0.001
C: -1.24681 2.80614 -0.62140  0.018
C: 0.94986 2.94284 0.30099  0.029
H: -0.14787 -1.43332 0.49486  0.005
H: -1.11414 3.87731 -0.82782  0.002
H: -1.91120 2.35862 -1.36577  0.001
H: -1.64439 2.67397 0.39153  0.003
H: 0.77814 4.01693 0.12739  0.004
H: 0.63369 2.65801 1.31202  0.008
H: 2.00632 2.69274 0.16436  0.002
H: -4.23656 0.22535 1.36761  0.006
H: -3.13478 1.54992 1.82861  0.000
H: -3.57954 1.29351 0.11688  0.000
H: -3.22659 -1.47431 2.64481  0.001
H: -1.57752 -2.18087 2.46149  0.000
H: -1.78845 -0.60292 3.28873  0.001
H: 0.24442 0.13726 1.56167  0.102
C: 5.74334 0.53854 1.24010  0.064
C: 4.54263 1.01533 1.79905  0.067
C: 3.31545 0.69229 1.22346  0.168
C: 3.23397 -0.08691 0.05293  0.029
C: 2.00324 -0.45784 -0.60282  0.277
C: 2.02992 -1.25772 -1.73209  0.117
C: 3.24857 -1.71677 -2.26958  0.085
C: 4.45364 -1.36464 -1.69207  0.193
C: 4.47697 -0.55828 -0.52421  0.002
C: 5.70335 -0.22719 0.08588  0.160
H: 6.69734 0.76812 1.70557  0.001
H: 4.57514 1.63800 2.69217  0.001
H: 2.39361 1.03378 1.69373  0.019
H: 1.08074 -1.55668 -2.18706  0.006
H: 3.21980 -2.36236 -3.15101  0.001
H: 5.39654 -1.69499 -2.11897  0.006
H: 6.62370 -0.59633 -0.37391  0.005

Results
* gap between HOMO and LUMO (alpha / beta): 8.06 / 4.99 eV
* molecular weight: 541.7 g/mol
* total energy: -1380.4917 Eh
* E_HOMO (alpha / beta): -0.528 / -0.542 Eh
* 2S+1: 5
* net charge: +2
* maximum force: 4.532 eV Å⁻¹
* <S²>: 6.0453
* energy above the lowest of the compared OMol25 structures with the same formula, charge and spin: 23.5 kJ/mol